ORCA calculation (the ωB97M-V functional and the def2-TZVPD basis) on a 3-piece molecular cluster, C12H33N3O3 overall.

Structure (ORCA input):
```
! wB97M-V def2-TZVPD RIJCOSX def2/J DEFGRID3
* xyz 0 1
C 3.8759 -2.1507 -6.7113
H 6.3846 5.0189 -13.9002
C 6.0457 3.9837 -13.7912
O 5.3616 -1.4355 -11.8325
C 5.9137 -2.1618 -12.8950
H 6.7580 1.5807 -11.3455
H 8.1304 3.5275 -11.2173
C 6.1643 2.1802 -12.0300
C 5.3176 4.0619 -16.0253
C 4.1013 -1.8839 -11.3539
H 7.2290 -0.1994 -5.7902
H 5.3399 2.6742 -11.5096
H 8.8315 -0.3229 -6.4300
H 7.4498 -2.5891 -15.0442
C 7.4755 -1.6239 -7.4670
H 9.0829 -1.8962 -8.7856
H 3.4772 -2.2635 -5.7099
H 8.3348 4.6965 -12.3063
H 3.7841 -3.0864 -7.2691
H 7.7367 2.6533 -13.3515
N 8.0247 -1.2627 -12.0078
H 5.5609 3.5588 -16.9627
H 8.0085 -2.0820 -11.4022
C 7.7810 -0.3172 -6.7265
H 3.4039 -1.9996 -12.1889
H 7.4618 -0.5806 -11.5079
H 5.2494 -2.2774 -13.7563
C 6.9564 3.2313 -12.8331
H 4.2251 4.0490 -15.9470
H 8.4613 -3.2184 -13.7126
H 5.6086 -1.0790 -8.3583
H 7.1114 -0.4814 -13.6245
H 5.6820 5.0937 -16.0424
H 5.9614 -2.8110 -8.2887
H 5.0381 3.9552 -13.3612
C 7.2635 -1.4987 -13.2489
C 5.9891 -1.8813 -7.7088
H 6.2405 -3.1539 -12.5385
C 8.1097 -2.3164 -14.2112
H 3.4840 -1.3129 -7.2917
H 8.9192 -1.7246 -14.6257
H 5.6668 1.5330 -12.7597
H 7.9340 -2.3887 -6.8380
O 5.2800 -1.8905 -6.5074
N 7.6243 4.1130 -11.8712
H 4.2758 -2.8352 -10.8501
N 8.0949 -1.6678 -8.7968
O 6.0202 3.3342 -15.0433
H 8.0799 -0.7106 -9.1444
H 7.5357 0.5645 -7.3243
H 3.7002 -1.1003 -10.7189
*
```

Values from the calculation:
HOMO-LUMO gap: 0.3627 Ha
relative energy (zero: lowest compared OMol25 entry of this formula, charge and spin): 51.3 kJ/mol
HOMO: -9.039 eV
calculated total energy: -23590.0143 eV
largest force on an atom: 1.75 eV/A
E_LUMO: 0.8 eV